Entry 1:
# C29H36N5O7PbS3

A molecular structure, C29H36N5O7PbS3 (wB97M-V/def2-TZVPD, OMol25).

As for the gap between HOMO and LUMO: 8.2 eV. As for the total charge: +1. As for the HOMO energy: -11.1 eV. The value obtained for the molecular weight is 870.04 g mol⁻¹. As for the energy relative to the best compared isomer or geometry (same formula, charge and spin): 0.00 kcal/mol. For the lowest unoccupied orbital energy, the calculation gives -2.8 eV.

Geometry (Å):
N  -3.402407  2.267846  3.170131
C  -0.796789  -2.220446  -2.214977
H  1.777323  -4.610873  1.278235
H  -3.492323  -2.295667  -0.883370
C  -0.222858  2.476332  1.830346
H  -7.284692  -0.044107  -0.487582
O  2.325258  -3.146192  -0.081154
C  -5.111968  1.515406  -0.542175
H  -5.754460  1.719404  0.307022
C  -3.460226  1.047385  -2.718602
H  2.757186  -3.584080  -2.025339
H  5.964579  -1.558204  -0.462763
C  -0.057840  2.666614  4.257309
H  1.739901  -3.075945  3.183423
H  -3.345692  -1.430671  2.860189
H  3.819457  -4.378500  -0.840826
H  -4.561554  -1.656878  1.598756
C  2.334993  1.944833  -4.096191
C  -0.823657  2.529543  3.083794
H  -0.808802  2.386584  0.926040
H  0.355411  1.445923  -4.810049
H  -1.579993  -2.203620  -2.972430
H  2.152959  -4.960719  -1.076183
C  -2.263027  2.411265  3.141341
C  -3.852639  2.093192  -0.586423
O  -1.806347  2.505824  -1.658974
C  0.876422  2.293154  -4.373294
N  -0.559919  -1.077834  -0.039135
C  -3.040050  1.850850  -1.676141
C  -3.681347  -1.084534  1.881240
S  2.386148  2.491652  0.555709
N  0.122475  2.750860  -3.188824
C  -2.621736  -1.255507  0.844585
O  0.303717  1.678175  -0.924451
C  1.701503  -2.688354  2.161657
S  3.553376  2.717838  2.315734
H  5.626038  -1.159405  2.404772
C  2.791479  -4.074848  -1.055298
N  -1.366532  -0.799066  1.011913
C  -0.710301  2.704461  5.544288
C  4.720473  -1.396186  1.833523
C  5.784967  -0.548217  -0.081883
H  -5.049368  -0.166243  -3.463585
H  -2.835378  0.888248  -3.590387
H  -7.664952  0.699367  -2.035206
H  1.903937  2.878614  5.115768
H  -6.953828  -0.908660  -1.992116
C  -2.644200  -1.834521  -0.404152
H  2.762143  1.489451  -4.992436
S  -0.515844  1.664908  -2.167519
H  6.645628  -0.234638  0.512342
C  -4.715507  0.460143  -2.644407
Pb  1.990318  -0.375582  -0.463987
C  1.916861  2.690009  2.955060
H  3.379343  -3.911389  1.524735
C  -6.939319  0.071049  -1.514791
O  3.391917  1.045395  -2.110133
H  3.543596  -0.194496  3.145243
C  1.153827  2.546136  1.807382
C  2.351620  -3.677877  1.231602
H  0.029641  -1.612776  -2.586145
H  0.538979  3.533368  -2.691383
H  2.915848  2.841158  -3.873354
C  2.473601  0.947116  -2.963800
H  0.657491  -2.562931  1.875837
O  2.270738  -1.377206  2.109299
H  -0.455818  -3.253521  -2.117458
H  4.816575  -2.426689  1.479273
H  5.632211  0.133544  -0.912234
N  -1.216137  2.738964  6.574175
H  3.626816  -1.905645  3.593696
C  3.538183  -1.211614  2.752762
C  -1.333814  -1.714724  -0.911015
C  -5.563245  0.681671  -1.562226
O  4.602982  -0.526223  0.722341
H  -3.969853  -0.038856  1.982189
C  1.331239  2.762607  4.205669
H  -3.507094  2.743692  0.208173
H  -1.001812  -0.293616  1.803272
H  0.829217  3.111730  -5.087698
O  1.574979  0.052785  -2.908762

Forces on atoms 1 to 2 (eV/Å):
-0.02 0.01 -0.10
-0.07 0.02 0.07

***

Entry 2:
# C24H60O6

6 unconnected molecules or ions with the total composition C24H60O6 (wB97M-V/def2-TZVPD, OMol25).

As for the gap between HOMO and LUMO: 9.7 eV. As for the total charge: 0. As for the HOMO energy: -8.8 eV. The value obtained for the molecular weight is 444.74 g mol⁻¹. As for the SMILES: CCOCC.CCOCC.CCOCC.CCOCC.CCOCC.CCOCC. As for the energy relative to the best compared isomer or geometry (same formula, charge and spin): 322.84 kcal/mol. For the lowest unoccupied orbital energy, the calculation gives 0.8 eV.

Geometry (Å):
C  -80.893424  -88.726334  55.793657
H  -85.941515  -86.808245  53.940160
H  -83.447980  -85.316846  53.162472
H  -81.587671  -85.205485  51.172258
C  -82.624053  -87.285903  51.566698
C  -79.960795  -80.800911  52.712281
H  -85.038705  -83.007069  52.979040
H  -82.065546  -87.903356  52.394959
C  -82.942065  -83.535170  56.493379
C  -83.987513  -81.987483  49.028942
H  -81.833290  -83.652011  51.375559
H  -83.633041  -85.428211  56.972897
H  -85.964350  -85.348634  52.860968
H  -81.918657  -90.860575  53.968070
C  -82.670543  -87.822002  50.253172
H  -87.069261  -84.267306  47.966412
H  -80.413671  -91.614524  52.463769
O  -79.902683  -83.999386  51.515215
C  -81.441905  -80.592370  52.585427
H  -81.831714  -88.068820  49.768239
H  -81.999373  -86.952586  55.791463
H  -77.749616  -81.218172  54.494153
H  -81.022555  -85.342662  53.773047
H  -78.190415  -82.576009  50.783801
H  -80.170973  -91.295169  54.792319
H  -83.915351  -83.790964  47.868498
H  -81.863337  -86.523475  51.629147
H  -83.534801  -82.602363  50.001046
H  -78.445368  -79.732099  56.212269
H  -88.110288  -85.824535  49.531239
H  -84.050075  -84.054654  58.182928
H  -82.243535  -83.845331  55.929402
C  -83.367649  -84.498379  57.532892
H  -81.792192  -89.097132  56.170583
H  -83.405840  -86.778083  54.063870
H  -81.270391  -83.507252  53.724241
O  -84.132628  -83.400110  55.582744
C  -83.981586  -82.357445  54.708950
H  -79.652763  -80.197917  51.847927
H  -83.146355  -82.518108  54.001070
H  -81.891312  -81.121397  53.448029
H  -78.355440  -78.407108  55.102140
H  -83.028763  -87.109314  49.586867
C  -80.863893  -90.398767  54.081951
C  -87.385347  -85.142133  49.956403
H  -87.969499  -84.321658  50.071874
H  -82.463460  -85.008173  53.320189
H  -84.612329  -81.214688  49.186734
C  -84.717121  -83.032237  48.458048
H  -83.522673  -88.738886  50.094232
C  -86.469242  -84.550925  48.788956
H  -76.839143  -79.473617  55.631516
H  -81.548326  -90.091730  52.121377
C  -81.426578  -84.484350  53.219563
O  -80.826102  -88.951088  54.382680
H  -80.321747  -86.696421  55.301586
H  -85.226152  -82.337678  47.726600
H  -83.271090  -81.628576  48.403470
H  -80.180427  -82.830489  49.903179
O  -79.480469  -80.117512  53.866992
H  -79.898171  -89.934229  52.354034
H  -85.987914  -82.481758  54.190103
O  -85.616039  -83.528729  49.352013
C  -77.848843  -79.457965  55.398513
H  -81.744609  -79.462305  52.421699
H  -77.623933  -84.100855  50.616782
H  -77.724728  -79.720392  53.286763
H  -85.389958  -85.316751  54.319829
C  -80.632651  -90.574334  52.540849
H  -80.874287  -87.145110  57.032274
H  -86.935628  -85.605722  50.868956
H  -82.609061  -82.449008  56.803787
C  -85.106335  -82.334541  53.803838
C  -79.595756  -83.669382  50.142798
H  -77.782821  -83.288041  49.111720
H  -85.708090  -85.329967  48.526965
H  -85.270213  -81.433866  53.306380
C  -78.230212  -83.354079  50.070704
H  -79.642205  -81.862510  52.835684
H  -82.333376  -84.839110  58.007326
H  -79.737916  -84.448715  49.739245
O  -83.947669  -87.005873  51.958159
C  -80.995364  -87.280208  56.100388
C  -78.103787  -80.232374  54.204379
H  -81.895610  -81.000150  51.625958
C  -83.975734  -86.304263  53.295925
H  -80.067192  -89.240476  56.373098
C  -85.420246  -85.921584  53.562512
H  -83.997967  -81.359692  55.140841
C  -81.272573  -84.298754  51.669017

Forces on atoms 1 to 2 (eV/Å):
1.36 -0.58 -0.10
-0.44 0.13 -0.54

***

Entry 3:
# C20H41N2OP3Tl

A molecular structure, C20H41N2OP3Tl (wB97M-V/def2-TZVPD, OMol25).

As for the gap between HOMO and LUMO (spin up / spin down): 4.5 / 5.0 eV. As for the total charge: +3. As for the HOMO energy (spin up / spin down): -16.7 / -16.7 eV. The value obtained for the molecular weight is 622.87 g mol⁻¹. As for the energy relative to the best compared isomer or geometry (same formula, charge and spin): 68.22 kcal/mol. For the lowest unoccupied orbital energy (spin up / spin down), the calculation gives -12.3 / -11.8 eV.

Geometry (Å):
H  3.877366  -0.299865  1.373694
C  2.497035  1.865093  2.176565
H  -1.837019  -2.754164  1.365603
H  2.444790  0.946014  2.766112
H  2.727348  -1.826249  1.726305
H  1.894116  -3.212985  0.966241
N  1.339070  -1.623158  -1.994392
C  -2.446610  6.207928  -2.591185
C  0.375945  5.315793  -0.731537
H  3.410532  2.404032  2.440214
H  -3.145591  -0.703740  1.743885
C  1.836425  -2.467602  1.777343
H  -0.837329  5.215095  -2.448137
H  -2.398848  -2.539717  -0.765263
C  -0.768310  -2.990376  1.313988
H  -4.594754  -0.506989  0.703253
C  0.497437  -2.436890  -3.859569
H  -1.815128  6.846199  -1.941339
P  2.494760  1.455131  0.399443
H  -3.705929  0.931686  1.307713
H  1.625696  2.482440  2.398460
C  0.381778  5.314939  0.695440
C  -0.765400  4.901825  -1.347388
H  3.335583  3.043061  -1.304607
C  -3.607086  -0.100867  0.952292
C  3.233915  3.036920  -0.206988
H  4.889136  0.976978  0.616450
H  1.822745  -2.991480  2.747804
P  -2.519313  -0.124256  -0.533156
H  -1.171114  -0.940055  3.462121
H  2.069686  -3.531517  -2.660699
C  1.393950  -2.690036  -2.827294
N  0.471277  -0.659238  -2.420555
H  -3.508059  6.212365  -2.289303
H  4.217770  3.224050  0.254529
C  -1.934543  5.641320  -3.728744
H  2.535425  3.838638  0.077248
C  -3.576483  0.877824  -1.641709
O  -2.703888  3.560316  -0.976825
H  -1.029497  6.075539  -4.210643
C  -3.026230  -1.755562  -1.202658
C  3.985755  0.359669  0.497301
C  -0.747569  5.049724  1.424025
H  -3.106725  0.908660  -2.634404
H  -2.808072  4.183399  1.216847
H  -2.883433  -1.753442  -2.290135
C  -0.117101  -1.201789  3.340862
H  4.054019  -0.248574  -0.417914
H  0.268405  -3.064793  -4.713479
H  -2.320986  4.714615  -4.166844
H  1.798203  -1.529842  -1.084238
C  -0.074626  -1.174461  -3.543043
P  0.276345  -1.487216  1.578187
H  1.325666  5.552593  1.214976
H  -4.604526  0.495781  -1.706064
H  -0.513603  -3.713925  2.100739
C  -1.849542  4.385294  -0.600592
H  -0.902823  -0.692355  -4.055017
H  -2.627800  5.808638  0.739410
C  -2.063708  4.863442  0.801304
H  -0.545938  -3.437935  0.335526
H  -4.082159  -1.937708  -0.962185
H  0.099422  -2.108665  3.907735
H  1.184459  5.707576  -1.375661
Tl  -0.124438  3.479711  -3.481617
H  -0.723467  4.967528  2.507372
H  0.479702  -0.376990  3.736425
H  -3.599661  1.895264  -1.235639

Forces on atoms 1 to 2 (eV/Å):
0.10 0.32 -0.47
-1.27 -0.18 0.18

***

Entry 4:
# C4H11NO

2 unconnected molecules or ions with the total composition C4H11NO (wB97M-V/def2-TZVPD, OMol25).

As for the gap between HOMO and LUMO: 9.5 eV. As for the total charge: 0. As for the HOMO energy: -8.5 eV. The value obtained for the molecular weight is 89.14 g mol⁻¹. As for the SMILES: C1CCNC1.O. As for the energy relative to the best compared isomer or geometry (same formula, charge and spin): 30.35 kcal/mol. For the lowest unoccupied orbital energy, the calculation gives 1.0 eV.

Geometry (Å):
H  -0.010980  2.519587  -0.240714
H  1.459661  0.420750  2.494351
C  0.968611  0.778841  0.323403
C  -0.626492  0.979692  2.176934
O  0.485918  -4.562625  -5.363664
H  1.895784  1.299912  0.135807
H  0.578553  -0.863001  1.723426
C  0.649652  0.221493  1.790350
H  -0.225975  1.874628  2.652274
H  -1.823680  0.373491  0.513607
H  -1.296036  0.354393  2.770566
H  0.994296  -3.969795  -4.829442
H  0.897589  -0.156344  -0.243663
N  -0.213456  1.539980  -0.071605
H  -0.304245  -4.101562  -5.612224
H  -2.118406  2.007012  0.925884
C  -1.310795  1.283550  0.854709

Forces on atoms 1 to 2 (eV/Å):
-0.18 -0.21 0.32
-0.04 0.07 0.00